57
Properties=species:S:1:pos:R:3:forces:R:3:mulliken_charge:R:1 method="wB97M-V/def2-TZVPD" e_homo_ev=-7.82 fmax_ha_per_bohr=0.0175 e_above_lowest_kcal_mol=47.3 lumo_ev=0.71 smiles="CCn1cc(C(=O)N2CCN(c3ccccn3)CC2)c2cc(OC)c(OC)cc2c1=O"
C 2.69101 -0.64777 -4.67230 0.18 0.05 0.18 -1.0336
C 3.68917 -0.19052 -3.61370 0.12 -0.19 -0.48 -0.8033
N 3.10257 -0.22620 -2.28643 0.19 -0.15 0.15 0.0863
C 2.30673 0.79866 -1.88510 -0.59 0.34 0.58 -0.1791
C 1.67169 0.82836 -0.68901 0.32 0.17 -0.44 0.0809
C 0.85915 2.03346 -0.34368 0.14 -0.11 -0.12 0.1221
O 1.34216 3.15216 -0.37303 0.16 0.26 -0.10 -0.6788
N -0.42905 1.81215 0.01829 -0.16 0.09 0.19 0.1317
C -1.17468 0.60069 -0.23623 -0.27 -0.27 -0.38 -0.2319
C -2.22768 0.86747 -1.32369 0.16 -0.42 0.09 -1.4331
N -3.08086 1.97304 -0.94586 0.18 0.03 -0.28 0.1262
C -4.26375 1.70466 -0.30783 -0.42 -0.13 0.02 1.0214
C -5.10222 2.70853 0.20847 0.04 0.10 0.08 -0.5413
C -6.30801 2.34397 0.76546 0.10 -0.15 -0.03 -0.5603
C -6.67275 1.00297 0.80552 -0.06 0.00 0.02 -0.4633
C -5.78619 0.08952 0.26868 -0.31 0.03 0.18 -0.4510
N -4.62383 0.41796 -0.26445 0.32 0.08 -0.07 -0.3263
C -2.31353 3.17674 -0.72513 0.14 0.16 0.30 -0.9281
C -1.26788 2.93755 0.37294 -0.02 0.45 -0.08 -0.8739
C 1.90677 -0.24349 0.23873 0.29 -0.42 -0.06 0.4689
C 1.40177 -0.27241 1.53930 0.08 -0.22 0.15 -0.3504
C 1.65756 -1.31502 2.41416 -0.09 0.24 -0.12 0.1882
O 1.07339 -1.16732 3.63036 0.03 0.07 -0.45 -0.4792
C 1.35499 -2.03761 4.70485 0.02 -0.27 0.50 -0.8120
C 2.45830 -2.40282 1.97636 0.11 -0.13 -0.07 1.3561
O 2.67596 -3.43953 2.84374 -0.26 0.42 -0.02 -0.4628
C 3.48202 -4.51133 2.41635 0.13 -0.18 -0.06 -0.9614
C 2.97838 -2.36510 0.69973 0.01 -0.05 0.09 -0.3303
C 2.72581 -1.30519 -0.17481 -0.28 0.13 0.37 -1.5487
C 3.34178 -1.34093 -1.49512 0.04 0.00 -0.07 0.7567
O 4.03464 -2.25867 -1.90579 0.06 -0.17 -0.02 -0.7460
H 3.15363 -0.61473 -5.65470 0.00 0.00 -0.13 0.3883
H 1.81199 -0.00613 -4.67735 -0.09 0.05 -0.04 0.2973
H 2.37813 -1.66884 -4.46899 -0.04 -0.09 0.00 0.3007
H 4.03170 0.82650 -3.81961 0.00 -0.07 0.09 0.3832
H 4.54617 -0.86782 -3.59884 -0.09 0.22 0.01 0.3763
H 2.19336 1.61085 -2.58869 0.03 0.06 -0.04 0.5482
H -0.50328 -0.19570 -0.55237 -0.08 0.03 0.05 0.5892
H -1.68436 0.29293 0.68338 0.04 -0.06 -0.03 0.1811
H -2.85205 -0.01338 -1.46474 0.20 0.09 -0.09 0.4962
H -1.72646 1.12770 -2.26202 0.02 -0.03 0.03 0.2857
H -4.82765 3.74990 0.16819 0.03 0.06 -0.02 0.2378
H -6.96578 3.10166 1.16721 -0.03 0.06 0.01 0.3993
H -7.60899 0.68718 1.23600 -0.07 -0.06 0.03 0.3791
H -6.00464 -0.97118 0.26372 -0.12 -0.06 0.05 0.3800
H -2.95589 4.01132 -0.45471 0.03 -0.01 -0.06 0.3975
H -1.79854 3.42717 -1.65907 -0.04 0.06 0.08 0.3379
H -0.62378 3.81031 0.49131 -0.12 -0.10 0.05 0.6054
H -1.77412 2.71653 1.31944 0.00 0.03 -0.03 0.2399
H 0.80089 0.54300 1.90795 -0.10 0.08 0.08 0.5935
H 2.42370 -2.07476 4.92446 -0.08 0.00 -0.01 0.3105
H 0.98934 -3.04834 4.51500 0.04 0.11 0.04 0.2562
H 0.82435 -1.61243 5.55678 0.05 -0.04 -0.05 0.2964
H 3.51347 -5.20194 3.25791 0.03 0.01 -0.09 0.2538
H 3.05082 -5.01669 1.54705 0.03 0.03 0.01 0.3568
H 4.49763 -4.18126 2.17869 -0.04 -0.01 -0.01 0.3631
H 3.60692 -3.15581 0.32320 0.05 -0.11 0.02 0.6032


68
Properties=species:S:1:pos:R:3:forces:R:3:mulliken_charge:R:1 method="wB97M-V/def2-TZVPD" e_homo_ev="-5.90 / -6.60" multiplicity=8 fmax_ha_per_bohr=0.0806 s2=15.760 lumo_ev="-0.05 / -0.05"
Eu 0.61237 -0.63175 -0.57146 -0.48 0.84 3.05 0.5462
C 1.01257 -3.14995 2.94994 0.32 0.36 -0.21 -1.0120
C -0.34273 -2.55765 3.28124 -0.45 0.14 -0.42 -0.6218
S -1.26003 -2.22995 1.72184 -0.04 -0.03 0.67 0.2150
C -2.55613 -1.08935 2.32694 0.41 -0.25 -0.11 -0.9715
C -2.02653 0.27065 2.73994 0.31 0.42 -0.43 -0.9827
S -1.24283 1.07595 1.28094 -0.38 0.14 0.63 0.4209
C -0.32973 2.42265 2.10394 -0.28 -0.38 -0.19 -1.1520
C 0.90877 1.96765 2.84764 0.55 -0.26 -0.26 -0.7409
S 2.12987 1.27245 1.66294 -0.05 0.30 0.55 0.3056
C 3.25247 0.38165 2.80054 -0.44 0.29 -0.35 -1.2158
C 2.64417 -0.86645 3.41074 -0.21 -0.52 -0.37 -0.6808
S 2.12947 -2.01205 2.06084 0.13 0.08 0.51 0.1195
H 0.89047 -3.98845 2.26164 0.09 -0.09 0.11 0.4425
H 1.52287 -3.49755 3.84894 -0.08 -0.10 -0.02 0.4983
H -0.25303 -1.62505 3.83574 0.09 0.01 0.06 0.2241
H -0.92583 -3.26125 3.87664 0.02 0.00 0.05 0.4306
H -3.08353 -1.57455 3.14994 -0.06 0.07 -0.06 0.5638
H -3.23843 -0.97845 1.48254 -0.08 -0.08 0.03 0.3284
H -1.29193 0.20095 3.54184 -0.04 -0.07 0.04 0.3630
H -2.84673 0.90905 3.07314 0.00 -0.05 0.05 0.4777
H -1.02493 2.91795 2.78114 0.06 0.15 0.00 0.5649
H -0.07123 3.10995 1.29644 -0.02 0.08 0.03 0.3134
H 0.67527 1.20675 3.59234 -0.07 0.03 0.02 0.3041
H 1.37667 2.81655 3.34554 -0.03 0.03 0.09 0.4765
H 3.57837 1.08615 3.56854 0.08 -0.13 -0.01 0.4552
H 4.10647 0.11715 2.17514 0.06 0.05 0.07 0.4431
H 1.77917 -0.62845 4.02914 0.02 0.02 0.06 0.3334
H 3.39617 -1.37165 4.01874 -0.08 0.02 0.09 0.4724
C -2.59103 -3.78785 -1.45706 -0.27 0.08 -0.05 -0.7954
C -1.35123 -3.14825 -1.37146 0.17 0.54 -0.12 -0.1998
N -1.21423 -1.83095 -1.43456 -1.11 -1.13 -0.80 -0.0722
C -2.29813 -1.04795 -1.68646 -0.51 -0.20 -0.22 0.3435
C -3.59823 -1.62495 -1.79656 0.47 0.15 0.19 1.4848
C -3.71413 -3.02255 -1.62876 0.36 0.07 0.02 -0.7693
C -4.69393 -0.81185 -2.13546 -0.18 0.28 -0.20 -1.1064
C -4.46143 0.47965 -2.53576 -0.28 -0.55 0.11 -0.9487
C -3.18693 1.04105 -2.50416 0.50 0.07 0.14 -1.1649
C -2.08643 0.36475 -1.96586 0.17 0.49 -0.01 0.6949
N -0.82233 0.83555 -1.72676 -0.52 0.48 -0.99 -0.0323
C -0.36083 2.12185 -1.84866 -0.44 -0.23 -0.11 0.5282
C -1.09123 3.30145 -2.02176 -0.10 -0.43 0.18 -0.9109
C -0.47683 4.54135 -2.18486 0.62 0.26 0.07 -1.2651
C 0.88657 4.68735 -2.13866 -0.41 0.23 -0.02 -0.9011
C 1.68657 3.56415 -1.87426 -0.11 -0.52 0.04 1.4739
C 3.08887 3.65095 -1.73966 0.05 -0.38 0.05 -0.7923
C 3.82797 2.51715 -1.52366 -0.18 0.24 -0.07 -0.7702
C 3.15707 1.29335 -1.41646 -0.50 -0.16 -0.09 -0.3344
N 1.83947 1.17895 -1.48906 1.05 1.04 -0.88 -0.1181
C 1.08087 2.28015 -1.73686 0.21 0.44 0.01 0.2238
H -2.64493 -4.86345 -1.40356 -0.01 -0.10 0.06 0.4296
H -0.43603 -3.72825 -1.26056 -0.09 0.14 0.09 0.3943
H -4.69153 -3.47545 -1.69366 -0.14 -0.08 -0.03 0.4564
H -5.68313 -1.24025 -2.15856 -0.15 -0.05 -0.04 0.4114
H -5.28173 1.08235 -2.89666 -0.09 0.05 -0.05 0.4078
H -3.06443 2.01365 -2.94656 0.04 0.08 0.12 0.5894
H -2.16623 3.29225 -2.00186 -0.02 -0.12 -0.04 0.4235
H -1.10193 5.40535 -2.34886 -0.07 0.14 -0.03 0.3854
H 1.35717 5.64395 -2.29866 0.04 0.17 0.03 0.4095
H 3.56177 4.62085 -1.80746 0.04 0.07 -0.05 0.4365
H 4.90117 2.54815 -1.42926 0.12 0.02 -0.01 0.4307
H 3.71257 0.36985 -1.26326 -0.08 0.05 0.03 0.4487
B 3.31237 -3.31995 -3.20856 0.22 -0.20 -0.61 0.3798
C 2.61217 -2.65125 -2.04236 -0.98 0.85 2.07 -0.0668
N 2.08137 -2.16735 -1.11166 2.51 -2.59 -2.04 -0.5785
H 2.64347 -3.08365 -4.17236 -0.11 0.02 -0.38 -0.1365
H 4.40397 -2.83565 -3.27876 0.36 0.10 -0.08 -0.1542
H 3.34177 -4.48715 -2.95426 0.06 -0.40 0.03 -0.1558


16
Properties=species:S:1:pos:R:3:forces:R:3:mulliken_charge:R:1 method="wB97M-V/def2-TZVPD" e_homo_ev=-9.44 fmax_ha_per_bohr=0.0313 e_above_lowest_kcal_mol=38.9 lumo_ev=0.71 smiles="NCC(=O)NCC=O"
N -2.38203 1.21708 0.13638 0.81 0.56 0.34 -0.5774
C -1.05328 0.81857 0.57841 -0.28 -0.08 -1.58 -0.2719
C -0.83766 -0.68057 0.47336 0.56 -0.63 1.29 0.3920
O -1.72445 -1.49057 0.65374 -0.33 0.21 -0.44 -0.6357
N 0.45504 -1.14295 0.34933 -0.19 0.17 -0.41 -0.1418
C 1.65953 -0.39717 0.04301 -1.07 0.05 -0.40 -0.5897
C 2.00263 -0.24517 -1.42920 0.74 -0.17 -0.16 0.0880
O 3.11119 0.07889 -1.76539 -0.11 -0.04 -0.01 -0.4593
H -2.94208 1.57851 0.88637 -0.40 -0.36 -0.08 0.2292
H -2.82312 0.52646 -0.44632 -0.31 -0.13 0.37 0.2270
H -0.79591 1.15931 1.57410 -0.17 -0.03 0.29 0.3299
H -0.34162 1.28502 -0.09904 0.26 0.24 0.00 0.2415
H 0.47947 -2.15259 0.34457 0.16 0.05 -0.03 0.2259
H 2.49875 -0.81018 0.58668 0.27 0.17 0.06 0.3844
H 1.47268 0.63914 0.31162 0.37 0.09 0.55 0.2026
H 1.22087 -0.38380 -2.19763 -0.30 -0.10 0.21 0.3554


36
Properties=species:S:1:pos:R:3:forces:R:3:mulliken_charge:R:1 method="wB97M-V/def2-TZVPD" e_homo_ev=-5.34 fmax_ha_per_bohr=0.0994 e_above_lowest_kcal_mol=135.8 lumo_ev=-2.42
N -1.67841 2.04090 3.91560 -0.85 -0.16 -1.95 -0.5895
C -2.32861 2.75271 2.77340 -0.55 3.19 0.23 0.3053
O -2.33601 4.00970 2.73147 0.18 -5.11 -0.10 -0.4678
C -3.03045 1.87917 1.61693 0.00 1.09 -0.11 -0.5921
C -1.92794 1.56913 0.48766 0.05 2.00 0.15 -0.4940
N -1.29096 0.22200 0.56929 -1.23 -2.82 2.82 0.3910
C -1.33233 -0.55243 1.66557 0.45 -1.14 -0.50 0.0667
C -0.52612 -1.92546 1.51300 0.87 1.50 -0.95 -0.9485
C -0.65292 -2.10768 -0.07458 -0.83 1.50 1.56 -0.8695
C -0.48219 -0.53053 -0.43435 2.17 -1.18 -2.11 0.0193
N 0.95358 -0.07001 -0.37116 -1.97 0.97 0.40 -0.3951
P -0.96930 -0.50088 -2.26540 -3.19 1.53 -1.87 0.4331
O -2.21568 0.35444 -2.58667 2.28 -1.18 1.17 -0.6937
H -0.80770 1.64358 3.51325 -0.42 0.32 0.62 0.3329
H -2.30284 1.23158 4.09798 0.67 0.50 0.05 0.3564
H -3.80206 2.58304 1.12447 1.29 -1.17 0.81 0.3116
H -3.59675 0.97027 2.00508 0.91 1.09 -0.50 0.4324
H -1.08074 2.34214 0.64152 -1.23 -1.22 -0.40 0.3449
H -2.39252 1.81487 -0.52274 0.89 -1.14 1.08 0.3082
H -1.84847 -0.36889 2.66408 0.65 0.47 -1.83 0.2575
H -0.73553 -2.79499 2.21443 -0.19 1.43 -0.94 0.4203
H 0.56626 -1.57714 1.68134 -1.47 -0.73 -0.04 0.3244
H 0.08499 -2.78406 -0.62319 -0.90 1.17 0.88 0.3776
H -1.76193 -2.34020 -0.26932 1.68 -0.05 -0.04 0.4146
H 1.03297 0.57693 0.44105 0.23 -0.58 -0.80 0.3193
H 1.12586 0.49175 -1.22532 0.59 -0.69 0.79 0.2419
H 0.16485 -0.11944 -3.06680 -0.19 -0.39 0.90 0.1241
H -1.29564 -1.85993 -2.65617 0.79 0.66 0.65 0.1356
C 4.84126 -0.59318 -2.00166 0.70 0.35 -0.52 -1.0003
C 3.73272 -1.16740 -2.90849 1.01 0.49 1.06 -0.4201
O 2.78574 -1.68670 -2.11836 -1.61 -0.40 -0.26 -0.7426
H 5.29693 -1.36803 -1.37650 -0.22 -0.02 -0.06 0.2399
H 5.64044 -0.15603 -2.61633 0.15 0.09 0.06 0.3578
H 4.46160 0.19977 -1.34739 -0.14 -0.13 -0.03 0.2352
H 4.25755 -1.84736 -3.60904 -0.09 -0.51 -0.07 0.2683
H 3.45036 -0.33163 -3.58263 -0.46 0.29 -0.14 0.1948